The following is a DFT calculation (ωB97M-V with the def2-TZVPD basis set) of a cluster of 10 separate species, C37H81Br4N9O2 in total.

The geometry in XYZ format:
```
133
Properties=species:S:1:pos:R:3:forces:R:3:lowdin_spin:R:1
C 3.295110 27.358510 6.654850 0.70 1.26 -0.37 0.01
C 2.937880 27.629360 8.137430 -0.33 -1.12 -1.43 0.03
N 3.819520 26.999370 9.044240 1.45 0.19 2.19 0.19
C 4.247870 27.542220 10.258100 1.27 -0.86 0.13 0.02
C 5.110130 26.633340 10.893070 -1.55 1.33 -0.30 0.02
N 5.077960 25.438560 10.189690 -0.75 1.05 -1.20 0.19
C 4.374710 25.745980 9.029530 -0.29 -2.66 -1.86 0.35
C 5.731430 24.158860 10.453460 0.52 2.28 0.65 0.02
H 4.213790 27.819100 6.291560 0.50 0.22 0.71 0.00
H 2.599070 27.910900 6.023590 -0.60 -0.58 -0.02 0.00
H 3.451240 26.326910 6.339380 -0.74 -0.16 0.36 0.00
H 1.949900 27.184830 8.257380 -0.54 0.00 0.17 0.02
H 2.842200 28.692740 8.356890 0.29 -0.08 -0.03 0.00
H 3.901470 28.555370 10.399350 0.56 -0.03 0.76 0.00
H 5.712300 26.742900 11.782900 -0.28 0.09 0.02 0.00
H 4.224890 24.973990 8.289270 -0.22 0.30 -0.05 0.07
H 6.196890 23.703580 9.579290 -0.54 -0.07 -0.20 0.01
H 5.091600 23.500530 11.041100 0.20 -0.22 -0.21 0.01
H 6.565670 24.575160 11.018120 0.32 -1.09 0.63 0.00
C 6.641200 19.410770 3.262780 -0.03 -0.24 -1.15 0.00
C 7.312680 20.803790 3.039810 -1.59 -1.65 -0.97 0.00
N 8.300850 20.999500 4.038100 3.11 1.81 4.75 0.00
C 9.670940 20.608350 4.004730 -0.26 1.82 -0.40 0.00
C 10.372770 21.212590 5.051440 -3.15 -0.38 0.11 0.00
N 9.385290 21.826080 5.856190 -1.76 -1.10 -2.52 0.00
C 8.142820 21.669130 5.237010 2.55 -0.23 -1.06 0.00
C 9.664980 22.529580 7.109070 -0.86 -0.04 -0.05 0.00
H 5.790210 19.397200 3.943750 0.24 0.41 0.25 0.00
H 7.323710 18.609200 3.545200 0.36 0.37 0.35 0.00
H 6.239470 19.010390 2.331960 -0.09 0.40 -0.20 0.00
H 6.543920 21.575200 2.994680 0.08 0.24 0.72 0.00
H 7.781070 20.948700 2.066310 0.23 -0.60 0.01 0.00
H 10.001470 20.217290 3.053820 0.32 -0.35 0.35 0.00
H 11.382420 21.272550 5.430130 0.03 -0.39 -0.57 0.00
H 7.215500 22.128330 5.546220 0.16 -0.13 0.17 0.00
H 10.746040 22.516220 7.247690 -0.29 0.15 0.22 0.00
H 9.108880 22.041980 7.909750 0.40 -0.23 0.16 0.00
H 9.244390 23.533380 7.049130 0.44 0.13 -0.11 0.00
C 3.249510 18.600930 2.030790 0.16 0.63 -0.29 0.00
C 2.317610 19.367010 2.992900 -0.35 -1.08 -0.98 0.00
N 2.955000 19.790270 4.236760 0.91 3.75 3.13 0.00
C 3.390490 18.990690 5.285810 0.37 -0.26 -1.14 0.00
C 4.051610 19.731970 6.216990 -0.38 0.24 -0.28 0.00
N 3.946600 21.085520 5.864700 -1.56 -0.89 -2.07 0.00
C 3.198710 21.103260 4.671330 1.21 -2.07 0.61 0.00
C 4.493310 22.277020 6.610240 0.15 -1.31 -0.66 0.01
H 4.112960 19.215110 1.775160 0.14 0.06 0.23 0.00
H 2.740300 18.521950 1.070290 -0.33 -0.14 0.14 0.00
H 3.583070 17.597490 2.295260 -0.21 0.11 0.47 0.00
H 1.456330 18.751930 3.253620 -0.04 0.04 0.14 0.00
H 1.912640 20.209590 2.432400 0.20 0.32 0.53 0.00
H 3.245430 17.923710 5.202740 0.10 -0.35 0.25 0.00
H 4.582630 19.342100 7.072810 0.00 0.49 0.14 0.00
H 2.919000 21.998920 4.136570 0.17 0.09 -0.35 0.00
H 5.253610 21.911880 7.300690 -0.31 -0.32 0.35 0.00
H 3.691670 22.770490 7.159740 0.21 0.22 -0.25 0.01
H 5.053630 22.895900 5.909440 -0.67 0.36 -0.12 0.00
C 1.554020 18.461310 12.881600 1.39 0.04 -0.79 0.00
C 2.388170 17.264640 13.368950 -0.21 -0.58 0.60 0.00
C 2.826740 16.225450 12.330390 0.75 0.76 -1.74 0.00
C 3.514570 16.892910 11.060930 -1.72 -0.94 -0.22 0.00
N 3.886810 15.817300 10.019280 0.63 -0.63 1.42 0.00
C 4.573680 16.493880 8.832800 0.37 -0.65 -0.70 0.00
C 5.670100 15.474110 8.346380 -0.30 0.83 -0.96 0.00
C 5.834370 14.481810 9.451290 -0.48 -1.22 0.42 0.00
C 5.052120 14.975430 10.623540 -0.02 0.18 0.78 0.00
C 2.730900 14.816730 9.647000 0.74 0.20 -0.17 0.00
H 2.183530 18.960050 12.144660 0.07 0.59 0.03 0.00
H 1.369390 19.154140 13.702580 -0.20 -0.11 -0.13 0.00
H 0.653930 18.248780 12.304730 -0.28 -0.49 0.49 0.00
H 1.799380 16.785320 14.151050 0.08 -0.41 -0.02 0.00
H 3.294110 17.578390 13.887530 -0.06 0.55 -0.05 0.00
H 1.996600 15.569680 12.067860 -0.11 0.29 -0.35 0.00
H 3.635900 15.548400 12.604200 -0.25 0.04 1.12 0.00
H 4.419340 17.449910 11.304360 0.12 -0.30 0.13 0.00
H 2.894690 17.604170 10.515090 -0.24 -0.09 0.12 0.00
H 3.845940 16.828940 8.093720 -0.23 -0.74 -0.15 0.00
H 5.030770 17.428170 9.158790 0.18 -0.18 0.61 0.00
H 5.460220 14.942550 7.418220 -0.71 0.29 -0.03 0.00
H 6.615580 15.966140 8.118220 -0.12 0.44 0.33 0.00
H 5.292380 13.556320 9.256870 0.61 -0.30 -0.82 0.00
H 6.875090 14.253900 9.681640 -0.18 -0.04 0.15 0.00
H 4.697040 14.139870 11.226730 -0.53 0.14 -0.18 0.00
H 5.676020 15.530860 11.323790 -0.37 0.85 -0.24 0.00
H 3.110000 14.115150 8.903910 0.10 0.51 -0.36 0.00
H 1.827580 15.290390 9.262600 0.49 0.46 -0.16 0.00
H 2.415680 14.169410 10.465360 0.48 0.54 0.51 0.00
C -1.578210 25.342810 3.762040 1.74 0.21 -1.44 0.00
N -0.731270 24.510320 2.751820 -0.04 -1.56 -0.53 0.00
C 0.195330 23.596130 3.617690 -1.33 0.67 -0.77 0.00
C -1.665020 23.508660 1.913710 -0.03 1.54 1.62 0.00
C 0.175390 25.292800 1.746390 -0.06 -1.08 0.41 0.00
C -0.516030 26.346190 0.930430 0.37 -0.45 0.01 0.00
O -0.825370 27.450340 1.730180 -0.58 0.54 -0.09 0.00
H -1.857640 24.743870 4.628810 -0.37 -0.25 -0.58 0.00
H -2.367940 25.852640 3.210220 -0.04 -0.23 0.34 0.00
H -0.862250 26.081280 4.122800 -0.21 0.20 0.03 0.00
H 0.555780 22.823060 2.939050 0.14 -0.02 0.41 0.00
H -0.487730 23.245550 4.391400 0.30 -0.58 -0.17 0.00
H 1.002340 24.160280 4.085200 -0.03 0.19 -0.40 0.00
H -1.991850 22.762660 2.638120 0.37 -0.44 -0.32 0.00
H -1.168830 23.132140 1.019220 0.25 -0.05 0.49 0.00
H -2.567190 24.059660 1.648030 0.21 0.21 -0.20 0.00
H 0.651220 24.601940 1.050400 -0.43 -0.75 0.19 0.00
H 1.063890 25.554970 2.320790 -0.21 0.85 0.13 0.00
H -1.383940 25.940400 0.410660 -0.55 0.10 0.59 0.00
H 0.094950 26.592160 0.061920 0.58 0.24 0.16 0.00
H 0.014640 27.799900 2.036430 0.03 0.27 0.05 0.00
C -1.253140 19.328650 8.596850 1.05 -0.45 -0.63 0.00
N 0.236260 19.519450 8.245920 -1.13 1.56 0.11 0.00
C 0.926930 18.182780 8.091610 0.49 0.62 1.77 0.00
C 0.363970 20.266620 6.870780 -0.43 -1.15 1.84 0.00
C 0.702700 20.468830 9.398220 2.29 -1.00 -0.32 0.00
C 2.246210 20.853400 9.446890 -0.74 0.59 0.11 0.01
O 3.089020 19.739850 9.375070 -1.87 -0.77 -0.51 0.00
H -1.336940 18.845830 9.570480 0.23 0.08 -0.01 0.00
H -1.667560 18.649050 7.852210 -0.23 0.39 -0.12 0.00
H -1.710210 20.317430 8.635560 -0.14 -0.29 -0.26 0.00
H 1.954580 18.418580 7.815120 -0.23 -0.40 -0.22 0.00
H 0.437290 17.417380 7.489530 -0.21 0.71 -0.59 0.00
H 0.929520 17.789250 9.108090 0.27 -0.17 0.11 0.00
H -0.303480 21.128320 6.880090 -0.07 -0.25 -0.14 0.00
H 0.047710 19.461250 6.207860 0.17 0.72 -0.83 0.00
H 1.402130 20.593040 6.809380 -0.06 -0.30 -0.30 0.00
H 0.551870 19.969290 10.355190 -0.43 -0.32 -0.22 0.00
H 0.043530 21.334800 9.337520 0.32 0.04 -0.06 0.00
H 2.423280 21.378550 10.385480 -0.50 -0.11 0.54 0.00
H 2.514090 21.662750 8.767690 -0.12 -0.25 -0.87 0.01
H 4.006900 19.976720 9.526710 1.25 0.53 0.23 0.00
Br 6.209880 20.324660 9.651570 -0.14 0.00 -0.32 0.00
Br -1.323870 19.663180 3.471100 0.26 0.43 0.35 0.00
Br 3.299060 23.345770 1.712460 -0.04 -0.14 0.43 0.00
Br 2.541500 15.107780 5.652650 0.18 0.52 0.48 0.00
```
Positions in Å, forces in eV/Å.

Summary:
calculated total energy: -12397.2653 hartree
charge: +1
expectation value of S²: 0.756
HOMO-LUMO gap (alpha / beta): 0.120 / 0.227 hartree
spin multiplicity: 2
LUMO (alpha / beta): -2.608 / -2.619 eV
F_max: 5.96 eV/Å